Record 1
Computed, not measured: C3H9N3O as an isolated structure, with the ωB97M-V functional and the def2-TZVPD basis.

Structure (XYZ):
```
16
Properties=species:S:1:pos:R:3:nbo_charge:R:1
C -3.14 0.05 -0.08 -0.62
N 2.66 0.78 -0.65 0.24
N 0.58 -0.67 0.19 -0.88
N 3.02 -0.43 -0.72 -0.46
C -0.69 -0.50 -0.27 0.01
C -1.79 -0.26 0.47 -0.33
O 3.31 1.46 0.37 -0.54
H 2.82 2.29 0.45 0.49
H 0.61 -0.76 1.20 0.35
H 1.78 -0.98 -0.33 0.42
H 3.83 -0.69 -0.16 0.35
H -0.76 -0.36 -1.35 0.17
H -1.71 -0.32 1.55 0.18
H -3.52 1.00 0.30 0.20
H -3.88 -0.71 0.20 0.20
H -3.11 0.11 -1.17 0.20
```

* maximum force: 4.9 eV/Å
* LUMO level (alpha / beta): -0.6 / -0.6 eV
* net charge: 0

---

Record 2
Computed, not measured: a 11-piece molecular cluster, C24H76N6O11 overall, with the ωB97M-V functional and the def2-TZVPD basis.

Structure (XYZ):
```
117
Properties=species:S:1:pos:R:3:mulliken_charge:R:1
C -1.22 -7.70 0.38 -0.85
O -0.42 -6.88 -0.47 -0.32
C 0.40 -6.11 0.28 -1.11
C 1.01 -4.87 -0.50 2.44
C 1.66 -5.25 -1.79 -1.84
N 2.14 -4.35 0.23 -0.79
H -1.88 -8.28 -0.27 0.29
H -1.90 -7.13 1.01 0.36
H -0.67 -8.41 1.01 0.34
H -0.19 -5.75 1.13 0.43
H 1.14 -6.84 0.62 0.35
H 0.16 -4.20 -0.66 -1.23
H 2.44 -6.01 -1.71 0.46
H 2.00 -4.37 -2.35 0.54
H 0.86 -5.61 -2.43 0.34
H 2.69 -3.69 -0.31 0.23
H 2.81 -5.11 0.24 0.37
C 2.37 4.68 1.42 -0.56
O 3.75 4.90 1.12 -0.26
C 4.01 6.34 1.29 -0.58
C 5.56 6.52 1.01 0.17
C 6.21 7.89 1.47 -1.24
N 5.92 6.33 -0.36 -0.70
H 2.21 3.61 1.52 0.04
H 1.68 5.14 0.71 0.29
H 2.07 4.94 2.44 0.36
H 3.39 6.93 0.61 0.32
H 3.82 6.65 2.31 0.35
H 6.18 5.75 1.47 0.31
H 7.29 7.81 1.41 0.33
H 5.95 8.28 2.46 0.35
H 5.91 8.61 0.70 0.29
H 5.28 6.91 -0.89 0.25
H 5.76 5.39 -0.69 0.28
C 0.81 -0.33 -6.62 -0.66
O 2.17 -0.61 -6.25 -0.37
C 2.33 -1.57 -5.20 -0.70
C 1.94 -0.86 -3.85 1.21
C 2.69 0.43 -3.66 -1.61
N 2.05 -1.72 -2.67 -0.54
H 0.25 -1.20 -6.95 0.29
H 0.88 0.42 -7.40 0.27
H 0.29 0.19 -5.81 0.26
H 1.69 -2.44 -5.37 0.36
H 3.38 -1.86 -5.16 0.40
H 0.87 -0.67 -3.92 -0.21
H 2.36 1.04 -2.82 0.34
H 2.62 1.11 -4.51 0.36
H 3.77 0.40 -3.49 0.36
H 1.50 -1.24 -1.98 0.13
H 1.52 -2.51 -3.02 0.05
C -2.62 1.21 3.17 -1.02
O -2.80 2.27 4.10 -0.40
C -2.35 1.76 5.37 -0.61
C -2.62 2.78 6.47 0.16
C -4.12 2.97 6.58 -1.35
N -2.04 4.08 6.09 -0.77
H -1.58 0.87 3.09 0.24
H -3.00 1.48 2.19 0.40
H -3.20 0.35 3.50 0.46
H -2.65 0.75 5.66 0.47
H -1.26 1.74 5.30 0.23
H -2.21 2.41 7.41 0.39
H -4.48 3.72 7.28 0.38
H -4.68 2.08 6.88 0.38
H -4.55 3.28 5.63 0.22
H -1.11 3.98 5.69 0.39
H -2.58 4.42 5.30 0.30
C -3.09 -4.97 -1.13 -1.09
O -2.72 -3.85 -1.85 -0.15
C -2.80 -4.07 -3.24 -1.05
C -2.67 -2.76 -4.02 1.58
C -3.83 -1.79 -3.76 -1.39
N -2.61 -2.89 -5.50 -0.77
H -2.78 -4.83 -0.09 0.24
H -2.67 -5.91 -1.48 0.43
H -4.16 -5.16 -1.01 0.43
H -2.03 -4.80 -3.50 0.43
H -3.75 -4.59 -3.37 0.46
H -1.71 -2.30 -3.82 -0.73
H -3.51 -0.77 -4.00 0.35
H -4.01 -1.72 -2.69 0.25
H -4.79 -2.15 -4.14 0.44
H -2.00 -3.66 -5.74 0.26
H -3.50 -3.34 -5.65 0.34
C -1.26 3.01 0.10 -0.55
O -1.67 1.71 -0.34 -0.45
C -0.75 0.70 -0.21 -0.24
C -1.37 -0.54 -0.94 0.57
C -2.67 -0.98 -0.17 -1.54
N -0.41 -1.66 -1.01 0.67
H -1.31 3.13 1.18 0.11
H -1.97 3.76 -0.25 0.28
H -0.24 3.24 -0.22 0.33
H 0.15 0.98 -0.76 0.37
H -0.34 0.63 0.80 -0.11
H -1.71 -0.24 -1.93 0.23
H -3.38 -0.21 -0.47 0.57
H -2.64 -1.01 0.92 0.17
H -2.94 -1.99 -0.48 0.12
H -0.87 -2.46 -1.43 -0.31
H -0.30 -1.93 -0.04 0.01
O 1.11 1.33 3.11 -0.55
H 0.82 0.59 3.64 0.23
H 1.39 0.94 2.28 0.32
O 0.33 3.76 4.10 -0.67
H -0.42 3.95 3.53 0.32
H 0.60 2.88 3.85 0.44
O 0.98 -2.30 1.72 -0.59
H 0.32 -2.67 2.31 0.26
H 1.28 -3.04 1.19 0.31
O -2.49 4.64 3.12 -0.64
H -2.80 3.75 3.28 0.44
H -3.17 5.04 2.58 0.32
O 2.24 0.26 0.88 -0.69
H 2.97 -0.17 0.45 0.33
H 1.51 -0.36 0.79 0.11
```

* maximum force: 3.1 eV/Å
* LUMO level: 0.1 eV
* SMILES: COC[C@H](C)N.COC[C@H](C)N.COC[C@H](C)N.COC[C@H](C)N.COC[C@H](C)N.COC[C@H](C)N.O.O.O.O.O
* net charge: 0

---

Record 3
Computed, not measured: a 3-piece molecular cluster, C5H16N2O3 overall, with the ωB97M-V functional and the def2-TZVPD basis.

Structure (XYZ):
```
26
Properties=species:S:1:pos:R:3:nbo_charge:R:1
C 1.56 -0.11 1.71 -0.45
N 0.41 0.72 1.85 -0.65
C 0.06 1.59 0.83 0.68
O -0.12 2.76 1.16 -0.61
C 0.31 1.35 -0.65 -0.32
N 0.05 0.02 -1.13 -0.48
C -1.33 -0.20 -1.71 -0.41
C 1.13 -0.30 -2.11 -0.44
H 1.73 -0.80 2.55 0.21
H 2.53 0.42 1.85 0.18
H 1.57 -0.86 0.88 0.22
H 0.37 1.10 2.80 0.40
H 1.38 1.62 -0.69 0.23
H -0.29 2.16 -1.14 0.22
H -1.92 0.71 -1.46 0.21
H -1.71 -1.06 -1.23 0.19
H -1.26 -0.24 -2.78 0.19
H 1.84 -0.90 -1.41 0.21
H 1.56 0.51 -2.72 0.19
H 0.82 -0.95 -2.93 0.20
O -0.43 -2.41 0.59 -0.95
H -0.27 -1.46 0.62 0.49
H -0.61 -2.61 -0.33 0.46
O -2.51 -0.03 1.69 -0.96
H -2.01 -0.24 2.48 0.48
H -2.85 -0.81 1.26 0.48
```

* maximum force: 3.1 eV/Å
* LUMO level: 0.6 eV
* SMILES: CNC(=O)CN(C)C.O.O
* net charge: 0

---

One value per record, in order, for ΔE to the lowest compared entry with this formula, charge and spin: 133.1; 65.4; 64.1 kcal per mole.